139
Properties=species:S:1:pos:R:3:forces:R:3:lowdin_charge:R:1 method="wB97M-V/def2-TZVPD" largest_force_ev_per_a=4.529 lumo_ev=0.1 orbital_gap_ha=0.3645 total_charge=0 energy_ha=-5770.3879
Mg 1.68765 -0.11512 2.00424 1.562 -1.073 0.630 0.331
B -0.01002 0.31227 1.12278 -2.330 0.912 -1.281 -0.411
H -0.98511 0.49035 0.69645 -3.688 0.296 -1.425 0.008
H 0.05790 0.72943 2.11555 -0.468 1.835 3.418 -0.022
H 0.27358 -0.72683 1.18682 0.210 -4.014 -0.443 -0.018
H 0.69627 0.86339 0.52140 2.388 1.890 -2.195 -0.022
B 2.78980 1.25814 2.99700 1.099 1.460 1.062 -0.365
H 3.31224 0.33688 2.79062 2.457 -3.430 -0.286 -0.032
H 2.45068 1.58049 2.02472 -1.166 2.095 -3.297 -0.029
H 1.96506 1.02567 3.65276 -3.046 -0.557 2.308 -0.038
H 3.44661 1.93886 3.51611 2.350 2.552 1.486 0.004
C -4.31059 1.06263 1.75660 -0.318 1.111 0.022 -0.001
C -3.82347 2.47893 1.29917 0.065 -2.831 -0.843 -0.277
C -4.57834 3.02541 0.05593 1.127 0.220 1.521 -0.060
O -4.70532 4.36415 0.49416 -0.860 1.309 -1.628 0.051
C -4.53261 4.55597 1.77600 -2.922 2.825 1.996 -0.544
O -5.02777 5.57398 2.31551 2.675 -3.500 -0.871 0.092
O -3.96580 3.45800 2.34193 -0.096 0.490 -0.449 0.076
H -5.39521 0.98494 1.68122 -0.107 0.080 -0.054 0.080
H -4.07574 0.87477 2.80429 0.289 0.038 -0.073 0.064
H -3.88219 0.28364 1.12592 0.151 0.129 0.009 0.081
H -2.79946 2.31211 0.96499 0.447 0.608 0.683 0.125
H -5.54744 2.53980 -0.05863 0.005 0.238 -0.370 0.136
H -3.95772 3.11224 -0.83593 -0.340 -0.811 -0.093 0.115
C -3.48218 4.36407 -5.08476 1.291 0.513 1.313 -0.004
C -2.83088 4.40512 -3.67541 -0.162 -1.662 0.977 -0.421
O -2.53794 3.34899 -3.08824 -0.381 1.808 -1.217 0.007
C -2.55497 5.74051 -2.98296 0.091 -0.654 -0.632 -0.010
H -4.48615 4.77618 -4.98324 -0.276 -0.604 -0.115 0.091
H -3.34282 3.34501 -5.44558 -0.745 0.161 -0.066 0.060
H -2.98018 5.07016 -5.74622 0.228 0.018 -0.014 0.074
H -3.44230 6.28509 -2.66017 -0.180 -0.130 -0.278 0.089
H -2.03422 6.31650 -3.74791 0.122 0.456 0.300 0.080
H -1.93728 5.56364 -2.10245 0.077 0.021 -0.176 0.063
C 5.62545 -2.90235 1.06315 -0.162 0.377 -2.872 -0.248
C 6.01048 -3.29936 2.43083 -0.647 -0.054 0.903 -0.216
C 4.85628 -2.70239 3.28429 0.291 -0.205 -0.319 -0.156
S 3.31724 -3.15188 2.31382 0.861 0.487 2.059 0.812
O 2.46059 -1.94410 2.26560 1.173 -2.896 -0.365 -0.368
O 2.83729 -4.39373 2.94951 -0.121 1.672 -1.391 -0.325
C 4.21933 -3.46719 0.78852 0.183 -1.157 -0.023 -0.196
H 6.33344 -3.27986 0.32535 -0.172 -0.619 -0.137 0.126
H 5.71457 -1.84514 0.81324 -0.419 0.375 0.721 0.120
H 7.05052 -3.01039 2.58222 -0.267 0.435 0.786 0.123
H 5.98944 -4.38485 2.52762 -0.019 -0.133 -0.058 0.119
H 4.95492 -1.61794 3.33274 -0.294 0.023 -0.036 0.103
H 4.72611 -3.12557 4.28032 -0.058 0.008 -0.132 0.101
H 3.66004 -3.35814 -0.14067 0.102 1.017 0.160 0.087
H 4.37724 -4.54569 0.78575 -0.248 -0.272 0.376 0.108
C 2.22006 -3.13205 -4.71792 -0.130 1.591 -0.098 -0.242
C 2.11383 -4.28416 -5.68212 -0.650 -1.575 0.368 -0.227
C 2.74099 -5.46688 -4.92535 -0.074 0.064 0.579 -0.198
S 2.33019 -5.18372 -3.11740 0.721 -0.343 0.207 0.718
O 3.57709 -5.18330 -2.34015 -1.226 0.254 -0.756 -0.352
O 1.28132 -6.11529 -2.72887 0.463 0.707 -0.261 -0.344
C 1.67019 -3.45001 -3.29998 1.370 -1.501 -1.070 -0.188
H 1.74572 -2.23413 -5.11394 -0.331 0.028 -0.031 0.105
H 3.27326 -2.85139 -4.72689 0.190 -0.030 0.716 0.121
H 2.59585 -4.14499 -6.64979 0.187 0.304 0.201 0.117
H 1.08015 -4.54430 -5.90999 -0.207 0.151 0.077 0.114
H 3.82334 -5.47957 -5.05360 0.016 0.104 0.380 0.099
H 2.36641 -6.46530 -5.15106 -0.176 0.174 -0.053 0.096
H 2.13593 -2.86418 -2.50751 -0.227 -0.048 -0.104 0.061
H 0.58653 -3.53962 -3.22429 0.093 0.195 -0.035 0.083
C -0.87109 1.22211 6.28030 0.376 0.913 0.166 -0.220
C -1.57412 1.39785 4.94124 -0.223 -0.306 -0.867 -0.200
C -1.73234 -0.01654 4.38640 0.154 -0.633 0.282 -0.198
S -0.17560 -0.92278 4.79219 -0.289 1.731 -0.071 0.801
O 0.71424 -0.86534 3.62344 -1.442 -1.161 2.677 -0.397
O -0.55979 -2.18488 5.40292 0.711 0.530 -0.547 -0.319
C 0.34017 0.32718 6.14199 0.122 -1.358 -0.695 -0.156
H -1.53941 0.81767 7.04047 -0.164 0.072 -0.117 0.122
H -0.51177 2.19817 6.60635 -0.150 0.021 0.307 0.121
H -1.05957 2.02697 4.21492 0.793 -0.217 0.130 0.099
H -2.50514 1.96088 5.00684 -0.378 -0.491 0.399 0.121
H -1.95639 -0.15506 3.32871 0.284 0.263 -0.028 0.088
H -2.45043 -0.59794 4.96468 -0.203 0.119 0.051 0.103
H 1.26000 0.85087 5.88170 -0.159 -0.117 -0.502 0.101
H 0.54154 -0.27200 7.03000 -0.110 -0.070 -0.092 0.099
C -2.06496 -1.51775 -3.67882 0.178 0.882 -0.159 -0.207
C -3.25740 -1.97343 -4.47015 -0.412 -1.169 -0.158 -0.239
C -4.50519 -1.26736 -3.97622 -0.073 0.120 0.397 -0.208
S -3.92329 0.45302 -3.68772 -2.349 -1.379 -0.529 0.715
O -4.53015 0.96561 -2.45257 0.807 -0.047 -1.443 -0.345
O -4.09965 1.06387 -5.00694 0.332 0.372 1.285 -0.341
C -2.22055 0.00163 -3.46755 0.460 0.391 1.209 -0.224
H -1.17243 -1.76424 -4.25391 0.196 0.098 0.265 0.110
H -2.04547 -2.05249 -2.72921 0.188 0.224 0.050 0.092
H -3.35297 -3.03682 -4.25070 -0.160 -0.167 -0.487 0.119
H -3.03285 -1.83389 -5.52760 -0.511 0.074 -0.091 0.122
H -4.88870 -1.70270 -3.05345 0.500 0.138 0.403 0.103
H -5.37939 -1.33843 -4.62338 0.320 0.608 -0.413 0.106
H -2.03745 0.22469 -2.41645 0.254 0.327 -0.052 0.097
H -1.69562 0.72686 -4.08929 0.312 -0.405 -0.109 0.099
C -1.05239 5.32678 1.41254 0.607 0.195 -0.426 -0.211
C -0.77450 4.18333 2.41972 0.940 0.461 -0.829 -0.211
C 0.68667 4.37292 2.92177 -0.070 0.777 -1.062 -0.139
S 1.65065 5.18354 1.46098 0.478 0.011 -1.466 0.764
O 2.58889 4.24062 0.78955 -1.736 1.258 1.308 -0.374
O 2.17980 6.53861 1.73755 -1.067 -2.024 0.219 -0.365
C 0.09658 5.36004 0.40278 1.430 -0.963 1.031 -0.209
H -1.09880 6.26092 1.97231 -0.417 0.158 -0.272 0.125
H -1.92604 5.11699 0.79541 -0.464 0.310 0.518 0.101
H -0.89959 3.24678 1.87630 0.066 -0.262 0.311 0.097
H -1.48111 4.26840 3.24529 0.074 -0.246 -0.029 0.109
H 1.24617 3.47544 3.18560 -0.065 0.074 0.059 0.073
H 0.64254 5.13476 3.70008 0.524 -0.104 0.081 0.098
H 0.05246 4.43229 -0.16768 0.168 -0.107 -0.107 0.086
H 0.29353 6.17356 -0.29544 -0.393 0.285 0.430 0.100
C -1.32552 -3.55674 2.33750 0.979 0.001 -0.884 -0.176
C -1.17474 -5.06835 2.00889 -1.333 -0.322 2.183 -0.244
C -0.38147 -5.27628 0.80092 1.110 1.142 -1.885 -0.202
S -0.73708 -3.80645 -0.29644 -3.237 -1.141 -0.126 0.746
O -1.69487 -4.11040 -1.41393 2.121 0.552 1.839 -0.377
O 0.52175 -3.16607 -0.56361 0.405 0.459 -0.367 -0.336
C -1.72145 -2.86480 0.98615 0.599 -1.106 0.431 -0.163
H -0.33684 -3.28299 2.70584 0.374 0.475 -0.584 0.092
H -1.88899 -3.30199 3.23512 -0.814 -0.288 -0.452 0.107
H -2.10237 -5.63850 1.95851 -0.405 0.404 -0.127 0.118
H -0.64886 -5.53211 2.84344 0.085 -0.010 0.115 0.124
H -0.51028 -6.21505 0.26221 -0.079 0.225 -0.034 0.118
H 0.66986 -5.08976 1.02012 0.147 -0.256 -0.142 0.093
H -2.76825 -3.09853 0.79211 0.049 0.037 -0.288 0.098
H -1.51745 -1.80677 0.82162 0.130 -0.105 0.318 0.061
C 2.75745 2.24503 -2.41771 1.316 -0.052 -0.085 -0.187
C 1.40969 1.61230 -2.20203 -0.661 0.944 1.229 -0.256
C 1.57788 0.14742 -2.13592 1.205 -1.710 0.340 -0.187
S 3.13434 -0.13096 -1.10358 1.061 0.124 -1.192 0.818
O 4.01861 -1.20137 -1.61951 -1.620 1.267 0.670 -0.341
O 2.77985 -0.18021 0.31488 1.048 -0.116 -1.986 -0.361
C 3.89611 1.53363 -1.53509 -1.681 0.146 -0.348 -0.122
H 2.65021 3.30054 -2.16773 0.452 -0.026 0.009 0.111
H 2.96988 2.16107 -3.48351 0.614 0.037 0.017 0.110
H 0.69042 1.85559 -2.98405 0.086 0.206 -0.037 0.123
H 1.08806 2.09559 -1.27947 -0.692 -0.639 0.223 0.109
H 1.82340 -0.19245 -3.14204 0.408 -0.255 -0.050 0.102
H 0.81200 -0.54065 -1.77801 -0.156 0.409 0.465 0.101
H 4.84006 1.46245 -2.07545 -0.250 -0.619 -0.062 0.095
H 4.12162 2.02820 -0.59029 -0.473 0.102 0.075 0.096